1.
ORCA calculation (ωB97M-V/def2-TZVPD) on an isolated molecule of C4H10O2.

Properties
HOMO-LUMO gap	10.80	eV
electronic energy	-8404.5192	eV
HOMO energy	-9.811	eV

Geometry (Å):
C: -0.973 -2.036 -0.200
O: -1.206 -0.958 0.683
C: -0.850 0.292 0.123
C: 0.667 0.462 0.140
C: 1.128 1.787 -0.436
O: 1.122 0.362 1.475
H: -1.343 -2.940 0.290
H: -1.538 -1.896 -1.132
H: 0.088 -2.172 -0.460
H: -1.317 1.054 0.761
H: -1.245 0.391 -0.899
H: 1.116 -0.342 -0.467
H: 2.222 1.818 -0.462
H: 0.771 2.625 0.170
H: 0.760 1.903 -1.462
H: 0.599 -0.349 1.875

***

2.
ORCA calculation (ωB97M-V/def2-TZVPD) on a cluster of 2 separate species, C10H15N5O3 in total in a non-equilibrium geometry.

Properties
HOMO-LUMO gap	7.18	eV
electronic energy	-24200.5440	eV
HOMO energy	-8.737	eV

Geometry (Å):
C: -3.305 1.689 -1.982
O: -2.381 2.793 -1.966
C: -1.110 2.418 -1.824
N: -0.887 1.131 -1.552
C: 0.379 0.700 -1.490
C: 1.374 1.654 -1.757
C: 1.035 3.058 -1.929
N: 2.143 3.873 -2.027
O: 3.211 3.014 -1.936
N: 2.739 1.585 -1.777
O: 3.586 0.714 -1.745
N: -0.228 3.410 -1.985
H: -4.280 2.166 -1.987
H: -3.174 1.083 -2.881
H: -3.170 1.054 -1.105
H: 0.627 -0.336 -1.272
C: 1.640 -0.658 2.642
C: 0.354 -0.889 1.877
C: -0.604 -1.886 2.571
C: -1.085 -2.864 1.481
C: -0.060 -2.735 0.361
N: 0.519 -1.395 0.520
H: 1.395 -0.094 3.545
H: 2.132 -1.591 2.944
H: 2.360 -0.074 2.063
H: -0.174 0.077 1.825
H: -0.089 -2.431 3.374
H: -1.445 -1.334 3.001
H: -1.184 -3.891 1.841
H: -2.059 -2.518 1.122
H: 0.776 -3.427 0.514
H: -0.501 -2.959 -0.621
H: 1.467 -1.337 0.157